Entry one
The molecule C3H6, computed with ωB97M-V with the def2-TZVPD basis set.

Atoms and positions in Å:
C 1.44374 -0.16487 -0.00675
C 0.29640 0.49097 0.02054
C -1.13342 -0.11685 0.01075
H 1.53894 -1.28843 0.02574
H 2.40594 0.34259 0.06811
H 0.15817 1.58103 -0.00234
H -1.20319 -1.07164 -0.70868
H -1.68355 -0.53119 0.96905
H -1.82303 0.75840 -0.37641

Calculated values
**SMILES string**: C=CC
**LUMO energy**: 1.27 eV
**HOMO energy**: -9.72 eV
**Frontier orbital gap**: 0.404 hartree

Atom charges from the Mulliken analysis, given in e for atoms 1 to 4:
1. C -0.65
2. C 0.07
3. C -0.81
4. H 0.21


Entry two
A cluster of 2 separate species, C3H6 in total, computed with ωB97M-V with the def2-TZVPD basis set.

Atoms and positions in Å:
C -0.53803 -1.97848 0.53538
C 0.73718 -1.58196 0.52550
C 0.42680 1.44179 -0.40375
H -1.18845 -2.77143 0.78566
H -1.04125 -1.12251 0.11508
H -0.48552 1.81783 0.03650
H 0.17628 1.14831 -1.34043
H 0.81746 0.72075 0.17615
H 1.09553 2.32570 -0.43008

Calculated values
**LUMO energy**: -0.24 eV
**HOMO energy**: -10.77 eV
**Frontier orbital gap**: 0.387 hartree

Atom charges from the Mulliken analysis, given in e for atoms 1 to 4:
1. C -0.38
2. C -0.19
3. C -1.13
4. H 0.32


The structure with the least stability is entry two.


Entry one
A cluster of 2 separate species, C3H6 in total, computed with ωB97M-V with the def2-TZVPD basis set.

Atoms and positions in Å:
C 1.33144 -0.19582 0.12842
C 0.14945 0.35834 -0.14217
C -1.19441 -0.19853 -0.17134
H 2.25514 0.43393 0.19728
H 1.59301 -1.19517 0.18444
H 0.37254 1.89296 0.17704
H -1.65928 -0.16045 -1.12544
H -1.88589 0.23062 0.61590
H -0.96200 -1.16587 0.13587

Calculated values
**LUMO energy**: 1.24 eV
**HOMO energy**: -9.78 eV
**Frontier orbital gap**: 0.405 hartree

Atom charges from the Mulliken analysis, given in e for atoms 1 to 4:
1. C -0.70
2. C 0.09
3. C -0.83
4. H 0.20


Entry two
The molecule C3H6, computed with ωB97M-V with the def2-TZVPD basis set.

Atoms and positions in Å:
C -0.68122 0.60404 1.15948
C 0.37203 -0.06252 -1.40872
C 0.10179 0.05235 0.24209
H -0.66386 -0.21514 -1.76179
H -0.29755 1.66242 1.45576
H 0.68621 -1.02668 -1.52880
H -0.30423 -0.86542 0.42287
H -1.37719 0.18625 1.64688
H 1.01597 0.28019 0.61515

Calculated values
**LUMO energy (alpha / beta)**: -0.55 / 0.08 eV
**HOMO energy (alpha / beta)**: -7.60 / -9.34 eV
**Frontier orbital gap (alpha / beta)**: 0.259 / 0.346 hartree

Atom charges from the Mulliken analysis, given in e for atoms 1 to 4:
1. C -0.79
2. C -0.70
3. C -0.32
4. H 0.26


The structure with the least stability is entry two.


Entry one
A cluster of 2 separate species, C4H13N2OS in total, computed with ωB97M-V with the def2-TZVPD basis set.

Atoms and positions in Å:
C -1.97947 -0.58008 -0.93827
N -1.01949 -0.63100 0.22736
C 0.11679 0.29878 -0.02518
C -0.37387 1.78879 -0.17489
S 0.67653 2.68047 -1.42034
C 1.05819 0.23545 1.17224
N 2.45050 0.58628 0.87652
H -1.34756 -1.01450 -1.71538
H -2.85358 -1.19058 -0.74614
H -2.19765 0.45445 -1.17594
H -1.42652 -0.25050 1.07399
H 0.66395 -0.00056 -0.91935
H -0.11093 2.25731 0.77381
H -1.37620 2.04073 -0.50523
H 1.09233 -0.79207 1.57846
H 0.75478 0.85546 2.02124
H 2.54277 1.57169 0.67984
H 2.78542 0.04269 0.09800
H -0.40792 -2.30866 -0.21392
H 0.88584 -2.93980 -0.09389
O 0.06609 -3.10435 -0.57293

Calculated values
**Net charge**: -1
**LUMO energy**: 3.72 eV
**HOMO energy**: -2.64 eV
**Frontier orbital gap**: 0.234 hartree

Atom charges from the Mulliken analysis, given in e for atoms 1 to 4:
1. C -0.78
2. N -0.51
3. C 0.21
4. C -0.68


Entry two
A structure of composition C4H13N2OS, computed with ωB97M-V with the def2-TZVPD basis set.

Atoms and positions in Å:
N -0.42048 -0.97238 -1.77045
C -0.58028 0.40000 -1.26522
C -1.65244 0.51076 -0.14975
S -3.16777 -0.45269 -0.45136
C 0.78181 0.89925 -0.76776
N 1.41600 -0.32100 0.56821
C 2.13694 0.58966 1.43525
H 0.06755 -1.46989 -1.03463
H -1.36765 -1.35128 -1.81527
H -0.90635 1.03312 -2.10148
H -1.90339 1.57158 -0.03258
H -1.21241 0.22227 0.80383
H 1.42644 1.11721 -1.63053
H 0.70588 1.79627 -0.16595
H 1.56681 -0.08027 -0.47728
H 2.52929 0.08211 2.32115
H 2.99566 1.09039 0.98113
H 1.50774 1.42368 1.80737
H -0.54501 -1.83340 1.30172
H -2.02630 -1.93357 0.92734
O -1.35205 -2.32186 1.51624

Calculated values
**Net charge**: -1
**LUMO energy**: 3.39 eV
**HOMO energy**: -3.02 eV
**Frontier orbital gap**: 0.236 hartree

Atom charges from the Mulliken analysis, given in e for atoms 1 to 4:
1. N -0.80
2. C 0.37
3. C -1.01
4. S -0.61


Entry three
A cluster of 2 separate species, C4H13N2OS in total, computed with ωB97M-V with the def2-TZVPD basis set.

Atoms and positions in Å:
C 1.31066 0.61379 1.11216
N 0.43916 -0.22479 1.89644
C -0.98994 0.32185 1.63697
N -1.49337 0.22682 0.28271
C 2.19600 0.15799 -0.15234
C 1.45871 0.05802 -1.52134
S 0.53593 -1.47254 -1.80785
H 0.81453 1.43684 0.58184
H 1.96752 1.05510 1.90730
H 0.61141 -1.19585 1.77153
H -0.85225 1.51386 1.81619
H -1.67211 -0.12897 2.35654
H -1.50462 -0.65760 -0.29209
H -1.00738 0.60081 -0.47351
H 2.67866 -0.81098 0.14157
H 3.04045 0.83597 -0.29778
H 0.74867 0.84889 -1.79180
H 2.31508 0.21781 -2.31939
H -3.63931 -0.44501 -1.23241
H -3.04946 -1.76104 -1.80410
O -3.90830 -1.19097 -1.81064

Calculated values
**Net charge**: -1
**LUMO energy**: 3.89 eV
**HOMO energy**: -2.88 eV
**Frontier orbital gap**: 0.249 hartree

Atom charges from the Mulliken analysis, given in e for atoms 1 to 4:
1. C -0.76
2. N -0.29
3. C -0.62
4. N -0.49


The structure with the least stability is entry two.


Entry one
A structure of composition C25H32As2ClO11Os, computed with ωB97M-V with the def2-TZVPD basis set.

Atoms and positions in Å:
Os 0.06801 -0.32023 -0.15811
C 3.53488 -0.48833 -2.27882
C 2.87920 -0.70074 -0.94900
C 2.41973 -1.96357 -0.57092
C 1.92895 -2.21264 0.71598
C 1.44833 -3.58241 1.10779
C 1.90368 -1.15103 1.63379
C 2.33016 0.13953 1.26974
C 2.32403 1.25758 2.27101
C 2.77862 0.34980 -0.03298
H 2.84979 -0.06082 -3.01446
H 3.93367 -1.42150 -2.67040
H 4.35382 0.22409 -2.18450
H 2.45781 -2.77247 -1.29127
H 0.37701 -3.68394 0.92135
H 1.61722 -3.76062 2.16845
H 1.95785 -4.35243 0.53177
H 1.58478 -1.30873 2.65884
H 1.37099 1.78583 2.24560
H 3.11607 1.97316 2.05530
H 2.45485 0.86856 3.27978
H 3.11276 1.33616 -0.33315
O -1.61124 -0.70496 -0.18134
C -6.19678 1.89505 1.14910
O -4.90462 2.18472 1.71088
C -4.01723 1.19154 1.62709
O -4.23859 0.14735 1.07518
C -2.69564 1.60646 2.20266
C -2.60831 2.61845 3.08640
As -3.82978 2.25447 4.56005
C -3.77732 3.82749 5.72186
C -2.40529 1.06140 5.20494
C -1.51441 0.33505 4.44736
As -1.22575 0.33501 2.44767
C -2.23838 -1.37159 2.42196
C -0.61908 -0.73643 4.93394
O 0.27613 -1.14946 4.20502
O -0.93094 -1.28610 6.08311
C -0.07286 -2.34838 6.53703
C -2.33889 1.05526 6.68570
O -1.33958 1.02400 7.34953
O -3.57598 1.19867 7.19590
C -3.64053 1.32237 8.62693
C -1.31748 3.30456 3.41486
O -1.05236 3.81798 4.46889
O -0.54491 3.44305 2.32509
C 0.57070 4.33739 2.49168
H -6.78080 2.79621 1.29543
H -6.64651 1.04921 1.66433
H -6.09564 1.66100 0.09222
H -4.03711 4.66705 5.07921
H -2.78445 3.97623 6.13190
H -4.52944 3.70129 6.49454
H -3.11567 -1.26354 3.05479
H -1.56315 -2.11211 2.84720
H -2.54891 -1.64027 1.42669
H -0.48137 -2.65422 7.49267
H 0.94283 -1.97824 6.65224
H -0.08813 -3.17014 5.82465
H -4.69412 1.42065 8.86235
H -3.08230 2.19810 8.95103
H -3.22123 0.43535 9.09540
H 1.07679 4.34943 1.53247
H 1.22666 3.98644 3.28534
H 0.20600 5.32979 2.74628
Cl 1.09962 1.66994 -4.80929
C 0.53857 0.12254 -4.17863
C 0.41392 0.10358 -2.68254
O 0.62999 1.08937 -1.94259
O 0.05133 -1.00308 -2.14723
H 1.22755 -0.66355 -4.47918
H -0.44042 -0.11438 -4.59170

Calculated values
**⟨S²⟩**: 6.0259
**2S+1**: 5
**Net charge**: +1
**LUMO energy (alpha / beta)**: -4.33 / -5.21 eV
**HOMO energy (alpha / beta)**: -11.32 / -11.38 eV
**Frontier orbital gap (alpha / beta)**: 0.257 / 0.227 hartree

Atom charges from the Mulliken analysis, given in e for atoms 1 to 4:
1. Os 1.36
2. C -1.34
3. C 0.94
4. C -0.79


Entry two
A structure of composition C25H32As2ClO11Os, computed with ωB97M-V with the def2-TZVPD basis set.

Atoms and positions in Å:
Os 2.42740 1.12351 -0.02354
C 3.85032 4.94037 -0.06620
C 2.83799 4.00063 0.51386
C 3.06736 3.35840 1.73078
C 2.08564 2.56722 2.34045
C 2.34529 1.88869 3.65625
C 0.84530 2.43613 1.69531
C 0.59637 3.04951 0.45414
C -0.74897 2.93158 -0.20001
C 1.61756 3.79381 -0.13626
H 4.44580 4.45851 -0.84865
H 4.52187 5.32088 0.69986
H 3.35386 5.78356 -0.54550
H 4.02715 3.48190 2.21710
H 2.73474 0.88029 3.50059
H 1.42576 1.80125 4.23263
H 3.08086 2.43967 4.23907
H 0.03347 1.89844 2.16188
H -0.77987 2.06157 -0.85614
H -0.96556 3.81557 -0.79764
H -1.52922 2.80191 0.54876
H 1.44775 4.27366 -1.09256
O 2.86809 -0.54967 0.02174
C 1.29186 -5.04951 -2.68220
O 0.51074 -3.85344 -2.53254
C 0.81121 -3.10522 -1.46632
O 1.71543 -3.35211 -0.71016
C -0.04067 -1.87422 -1.41941
C -1.24277 -1.82577 -2.02650
As -2.31450 -3.32735 -1.40630
C -4.00202 -3.24611 -2.39333
C -2.62387 -2.19403 0.18759
C -1.77048 -1.29615 0.75202
As 0.01523 -0.63298 0.09432
C 0.86469 -1.77832 1.46834
C -1.93707 -0.67136 2.08639
O -1.26060 0.30335 2.38837
O -2.72422 -1.30437 2.92964
C -2.87653 -0.71590 4.23280
C -3.99445 -2.39130 0.73253
O -4.72226 -1.51046 1.10625
O -4.34895 -3.68432 0.65336
C -5.69899 -3.98118 1.04483
C -1.95593 -0.54137 -2.32584
O -3.15136 -0.39544 -2.33080
O -1.09937 0.43046 -2.68650
C -1.71973 1.60456 -3.23668
H 0.92541 -5.52275 -3.58720
H 1.15148 -5.69740 -1.81849
H 2.34597 -4.79521 -2.77339
H -3.72222 -3.26374 -3.44696
H -4.54521 -2.33011 -2.18170
H -4.57473 -4.13571 -2.14614
H 0.38005 -2.75200 1.45106
H 0.67235 -1.28445 2.41976
H 1.92172 -1.90084 1.28457
H -3.56298 -1.36652 4.76351
H -3.28990 0.28614 4.13868
H -1.91241 -0.67282 4.73599
H -5.80883 -5.05432 0.92687
H -6.39869 -3.44296 0.40731
H -5.85946 -3.68856 2.08058
H -0.90351 2.27554 -3.48684
H -2.39852 2.05487 -2.51416
H -2.28191 1.33507 -4.12903
Cl 5.64375 3.10815 -3.52837
C 5.80059 2.42412 -1.91477
C 4.48754 1.99433 -1.32130
O 3.40188 2.02538 -1.94123
O 4.50426 1.53257 -0.12972
H 6.25900 3.15662 -1.25284
H 6.45002 1.54971 -1.94199

Calculated values
**⟨S²⟩**: 6.0259
**2S+1**: 5
**Net charge**: +1
**LUMO energy (alpha / beta)**: -4.35 / -5.22 eV
**HOMO energy (alpha / beta)**: -11.34 / -11.45 eV
**Frontier orbital gap (alpha / beta)**: 0.257 / 0.229 hartree

Atom charges from the Mulliken analysis, given in e for atoms 1 to 4:
1. Os 1.37
2. C -1.39
3. C 0.88
4. C -0.78


The structure with the least stability is entry one.